(1)
This record from the OMol25 dataset describes a molecular structure, C4H5AlO4. The level of theory is the ωB97M-V functional and the def2-TZVPD basis.

Last column: Mulliken charge in e.
Atoms and positions in Å:
O -2.15 1.39 0.26  -0.18
C -1.49 2.36 0.01  0.89
O -1.08 3.42 0.22  -0.11
O -0.18 0.67 -1.12  -0.44
C 1.11 0.30 -0.89  -0.29
C 1.42 -0.72 0.14  0.12
O 0.69 -1.36 0.91  -0.22
C -0.77 -1.64 0.76  -0.55
Al -1.57 -0.24 -0.41  0.68
H 1.73 1.17 -0.57  0.37
H 1.63 -0.08 -1.79  0.40
H 2.49 -0.84 0.36  0.46
H -1.06 -1.80 1.81  0.40
H -0.77 -2.64 0.31  0.46

Summary:
* energy above the lowest of the compared OMol25 structures with the same formula, charge and spin: 112.0 kJ/mol
* total charge: +2
* LUMO: -11.1 eV
* Kohn-Sham gap: 9.26 eV
* HOMO: -20.32 eV
* E_tot: -18996.4722 eV
* multiplicity: 1

(2)
This record from the OMol25 dataset describes 2 unconnected molecules or ions with the total composition C28H26N4. The level of theory is the ωB97M-V functional and the def2-TZVPD basis.

Last column: Mulliken charge in e.
Atoms and positions in Å:
C -5.78 0.98 0.19  -0.95
N -5.42 0.76 1.62  0.23
C -5.94 -0.45 2.16  0.06
C -5.65 -1.69 1.57  -0.03
C -6.15 -2.88 2.11  -0.68
C -6.99 -2.84 3.23  -0.40
C -7.29 -1.60 3.82  -0.52
C -6.78 -0.41 3.30  -0.25
C -4.08 1.12 1.96  0.28
C -3.81 1.78 3.18  -0.38
C -2.51 2.07 3.54  -0.75
C -1.39 1.66 2.73  0.84
C -0.11 1.98 3.21  -0.14
C 1.18 1.69 2.73  1.00
C 2.31 2.07 3.54  -0.78
C 3.60 1.75 3.18  -0.50
C 3.86 1.11 1.95  0.52
N 5.19 0.74 1.60  0.23
C 5.57 0.96 0.18  -0.96
C 5.70 -0.48 2.15  0.12
C 5.44 -1.70 1.51  -0.08
C 5.90 -2.90 2.06  -0.67
C 6.68 -2.88 3.22  -0.40
C 6.95 -1.66 3.85  -0.51
C 6.46 -0.46 3.33  -0.27
C 2.78 0.81 1.10  -0.55
C 1.48 1.06 1.49  -0.75
C -1.70 0.95 1.54  -0.63
C -3.01 0.77 1.12  -0.43
H -5.49 2.00 -0.10  0.33
H -5.29 0.25 -0.46  0.39
H -6.87 0.88 0.09  0.29
H -5.00 -1.71 0.69  0.23
H -5.88 -3.83 1.66  0.34
H -7.40 -3.77 3.63  0.37
H -7.94 -1.58 4.70  0.35
H -7.01 0.55 3.76  0.39
H -4.65 2.07 3.82  0.39
H -2.30 2.60 4.46  0.42
H -0.12 2.55 4.14  0.28
H 2.13 2.60 4.47  0.27
H 4.44 2.00 3.84  0.40
H 6.64 0.76 0.07  0.30
H 5.01 0.30 -0.49  0.40
H 5.37 2.01 -0.08  0.32
H 4.85 -1.70 0.59  0.23
H 5.65 -3.84 1.58  0.34
H 7.07 -3.83 3.63  0.37
H 7.54 -1.65 4.77  0.35
H 6.66 0.49 3.82  0.39
H 2.96 0.33 0.14  0.25
H 0.69 0.77 0.80  0.22
H -0.92 0.54 0.91  0.24
H -3.20 0.30 0.16  0.27
N -0.26 2.52 6.20  -0.65
C 0.83 2.98 6.72  0.44
N 1.88 3.39 7.11  -0.72
H -1.05 2.51 6.85  0.13

Summary:
* energy above the lowest of the compared OMol25 structures with the same formula, charge and spin: 442.3 kJ/mol
* LUMO: -2.4 eV
* Kohn-Sham gap: 3.73 eV
* HOMO: -6.18 eV
* E_tot: -35414.3244 eV
* multiplicity: 1

(3)
This record from the OMol25 dataset describes 2 unconnected molecules or ions with the total composition C9H9Cl2NO. The level of theory is the ωB97M-V functional and the def2-TZVPD basis.

Last column: Mulliken charge in e.
Atoms and positions in Å:
C 3.84 -0.85 -0.39  -0.34
C 3.94 0.50 -0.66  -0.39
C 2.72 -1.44 0.20  -0.64
C 2.90 1.33 -0.35  -0.49
C 1.59 -0.63 0.43  -0.25
C 1.76 0.74 0.18  0.92
C -2.51 -0.08 -0.35  0.70
C -4.92 -0.28 -0.22  -0.72
C 0.60 1.66 0.39  -0.54
N -2.32 -0.15 0.89  -0.54
O -3.70 -0.24 -0.96  -0.32
Cl -1.25 0.20 -1.43  -0.08
Cl 0.04 1.69 1.90  -0.02
H 4.79 -1.41 -0.60  0.27
H 4.78 0.85 -1.25  0.36
H 2.75 -2.43 0.58  0.41
H 2.97 2.39 -0.72  0.32
H 0.70 -0.88 1.05  0.33
H -4.68 -0.81 0.66  0.37
H -5.63 -0.82 -0.96  0.20
H -5.25 0.77 0.05  0.27
H -3.13 -0.12 1.54  0.18

Summary:
* energy above the lowest of the compared OMol25 structures with the same formula, charge and spin: 439.5 kJ/mol
* LUMO (alpha / beta): -0.1 / -0.1 eV
* Kohn-Sham gap (alpha / beta): 7.74 / 7.74 eV
* HOMO (alpha / beta): -7.82 / -7.82 eV
* E_tot: -38056.6868 eV
* multiplicity: 1

(4)
This record from the OMol25 dataset describes a molecular structure, C38H29BrNO6PtSeTe. The level of theory is the ωB97M-V functional and the def2-TZVPD basis.

Last column: Mulliken charge in e.
Atoms and positions in Å:
Pt 3.19 0.31 0.26  2.34
Br 2.56 0.05 3.15  -0.17
C 2.01 -1.75 2.79  0.11
C 1.66 -2.50 3.88  -0.70
C 1.14 -3.79 3.71  -0.61
C 0.94 -4.27 2.44  -0.88
C 1.31 -3.53 1.31  1.35
C 1.10 -4.04 0.01  -0.91
C 1.48 -3.33 -1.09  -1.08
C 2.11 -2.09 -0.94  -0.40
C 2.32 -1.52 0.30  -0.95
C 1.90 -2.23 1.46  0.92
H 1.79 -2.08 4.87  0.40
H 0.89 -4.38 4.58  0.37
H 0.49 -5.25 2.29  0.34
H 0.63 -5.02 -0.09  0.30
H 1.32 -3.74 -2.09  0.40
H 2.48 -1.57 -1.82  0.41
O 9.00 -1.04 -1.47  -0.69
C 7.84 -0.83 -1.17  0.58
C 7.30 -0.78 0.25  0.01
O 7.99 -0.92 1.25  -0.75
C 5.87 -0.56 0.12  0.75
C 5.50 -0.44 -1.25  0.68
O 4.33 -0.22 -1.63  -0.77
C 6.71 -0.61 -2.10  -0.04
O 6.75 -0.58 -3.32  -0.72
O 4.99 -0.43 1.03  -0.82
Se 4.07 2.60 0.16  -0.40
C -6.48 -2.53 1.43  -1.59
C -5.14 -1.90 1.13  0.82
C -4.58 -1.97 -0.13  -0.91
C -3.34 -1.40 -0.41  1.34
C -2.74 -1.55 -1.79  -1.32
C -2.63 -0.71 0.59  -1.02
Te -0.53 0.10 0.23  1.07
N 1.52 1.08 -0.46  -0.97
C 1.73 1.98 -1.36  0.89
O 2.81 2.67 -1.46  -0.82
C 0.65 2.30 -2.36  -0.30
C 0.09 1.27 -3.12  0.34
C -0.81 1.58 -4.13  -0.66
C -1.15 2.90 -4.38  -0.48
C -0.59 3.92 -3.63  -0.63
C 0.32 3.62 -2.63  -0.48
C -1.41 2.05 0.20  0.52
C -2.57 2.23 -0.54  -0.47
C -3.19 3.47 -0.63  -0.90
C -2.61 4.56 0.00  -0.62
C -1.46 4.39 0.75  -0.60
C -0.85 3.14 0.88  1.01
C 0.36 2.98 1.75  -1.17
C -3.20 -0.66 1.87  1.06
C -2.47 0.05 2.99  -1.36
C -4.43 -1.25 2.13  -0.92
H -7.05 -2.70 0.52  0.36
H -7.07 -1.89 2.09  0.37
H -6.35 -3.49 1.94  0.28
H -5.11 -2.49 -0.92  0.30
H -3.50 -1.87 -2.51  0.40
H -1.95 -2.30 -1.76  0.28
H -2.30 -0.61 -2.13  -0.02
H 0.39 0.25 -2.94  0.40
H -1.22 0.79 -4.74  0.41
H -1.85 3.13 -5.18  0.36
H -0.85 4.95 -3.83  0.37
H 0.80 4.40 -2.05  0.44
H -3.02 1.37 -1.04  0.27
H -4.10 3.58 -1.20  0.40
H -3.08 5.53 -0.08  0.33
H -1.02 5.25 1.24  0.38
H 0.50 3.84 2.40  0.46
H 1.26 2.86 1.15  0.16
H 0.26 2.08 2.36  0.06
H -1.54 -0.47 3.22  0.19
H -3.09 0.09 3.89  0.40
H -2.22 1.06 2.68  0.16
H -4.85 -1.21 3.13  0.32

Summary:
* energy above the lowest of the compared OMol25 structures with the same formula, charge and spin: 0.0 kJ/mol
* total charge: -2
* LUMO (alpha / beta): 3.8 / 3.8 eV
* Kohn-Sham gap (alpha / beta): 5.70 / 5.64 eV
* HOMO (alpha / beta): -1.93 / -1.87 eV
* E_tot: -199580.9483 eV
* multiplicity: 2

(5)
This record from the OMol25 dataset describes 2 unconnected molecules or ions with the total composition CH4N3P. The level of theory is the ωB97M-V functional and the def2-TZVPD basis.

Last column: Mulliken charge in e.
Atoms and positions in Å:
C -0.36 -0.61 -0.62  -0.37
N -0.10 -1.55 0.47  -0.19
N -0.15 -1.06 1.57  -0.20
N -0.28 0.24 1.70  -0.05
P -0.26 1.08 0.08  -0.01
H 0.32 -0.79 -1.91  0.28
H -1.46 -0.78 -1.07  0.25
H -0.57 0.63 2.56  0.24
H 1.18 1.29 0.28  0.05

Summary:
* energy above the lowest of the compared OMol25 structures with the same formula, charge and spin: 337.5 kJ/mol
* LUMO: 0.7 eV
* Kohn-Sham gap: 9.89 eV
* HOMO: -9.15 eV
* E_tot: -14857.2486 eV
* multiplicity: 1

(6)
This record from the OMol25 dataset describes a molecular structure, BaH18O9. The level of theory is the ωB97M-V functional and the def2-TZVPD basis.

Last column: Mulliken charge in e.
Atoms and positions in Å:
Ba -0.04 0.07 0.14  1.66
O -2.47 0.19 1.07  -0.50
H -2.92 0.41 1.88  0.25
H -3.15 -0.18 0.51  0.26
O -2.10 1.54 -1.34  -0.49
H -3.03 1.48 -1.56  0.26
H -1.73 2.10 -2.02  0.26
O -0.98 -2.24 -1.38  -0.47
H -1.42 -3.03 -1.05  0.26
H -1.24 -2.18 -2.30  0.26
O 2.55 -0.12 0.88  -0.50
H 3.06 -0.12 1.69  0.25
H 3.20 -0.17 0.19  0.28
O 1.01 2.62 0.58  -0.51
H 1.96 2.73 0.54  0.29
H 0.66 3.52 0.59  0.25
O -0.06 0.85 2.80  -0.51
H 0.55 1.53 3.12  0.28
H -0.23 0.31 3.56  0.27
O 0.59 1.07 -2.30  -0.47
H 1.42 1.45 -2.56  0.25
H 0.06 1.08 -3.10  0.26
O -0.56 -2.19 1.56  -0.49
H -1.23 -2.44 2.20  0.27
H -0.20 -3.01 1.24  0.26
O 1.85 -1.61 -1.38  -0.50
H 1.88 -1.40 -2.31  0.29
H 2.57 -2.24 -1.25  0.26

Summary:
* energy above the lowest of the compared OMol25 structures with the same formula, charge and spin: 17.0 kJ/mol
* total charge: +2
* LUMO: -5.9 eV
* Kohn-Sham gap: 12.26 eV
* HOMO: -18.15 eV
* E_tot: -19404.0946 eV
* multiplicity: 1

Among the records above, which one has the lowest energy above the lowest of the compared OMol25 structures with the same formula, charge and spin? C38H29BrNO6PtSeTe

Number 3 is which compound? C9H9Cl2NO